Record 1
Formula: C43H55N4O3PRuS3
Source: OMol25
Level of theory: ωB97M-V with the def2-TZVPD basis set

Structure (XYZ):
```
110
Properties=species:S:1:pos:R:3:mulliken_charge:R:1
Ru 0.4518 0.1017 -1.4310 -0.48
C -0.0041 3.3477 -1.3064 -1.40
N -0.1512 2.1124 -0.5095 2.35
C 0.6218 2.2592 0.7532 -0.58
C -1.5687 1.9365 -0.1751 0.96
C -2.2181 2.7804 0.7028 -0.41
C -3.5501 2.5665 1.0282 -0.77
C -4.2129 1.4922 0.4621 -1.23
C -3.5705 0.6583 -0.4416 -0.81
C -2.2400 0.8810 -0.7921 -0.43
N -1.4874 0.1462 -1.7132 1.79
C -1.9208 -0.3809 -2.9195 -0.32
C -3.1862 -0.8789 -3.2196 -0.84
C -3.4583 -1.3937 -4.4817 -1.06
C -2.4834 -1.4231 -5.4633 -1.03
C -1.2148 -0.9252 -5.1727 -0.56
C -0.9482 -0.4155 -3.9207 1.02
N 0.3417 0.1979 -3.5548 2.00
C 1.4788 -0.5142 -4.1886 -1.18
C 0.3277 1.5924 -4.0583 -1.11
H -0.2471 4.2238 -0.6970 0.42
H 1.0176 3.4355 -1.6639 0.05
H -0.6949 3.3185 -2.1452 0.26
H 0.4224 3.2311 1.2115 0.58
H 0.3300 1.4770 1.4525 0.22
H 1.6789 2.1764 0.5129 -0.87
H -1.6822 3.5960 1.1705 0.32
H -4.0438 3.2030 1.7500 0.35
H -5.2332 1.2725 0.7475 0.36
H -4.1004 -0.2023 -0.8083 0.30
H -3.9470 -0.9481 -2.4643 0.24
H -4.4395 -1.8068 -4.6791 0.40
H -2.6925 -1.8366 -6.4408 0.41
H -0.4524 -0.9484 -5.9386 0.37
H 1.4455 -0.3881 -5.2724 0.48
H 2.3979 -0.0761 -3.8059 0.11
H 1.4259 -1.5658 -3.9242 0.40
H 0.3478 1.5915 -5.1515 0.49
H -0.5890 2.0734 -3.7280 0.26
H 1.1948 2.1188 -3.6660 -0.16
S 3.0034 1.0796 -1.6075 0.15
C 3.2774 2.7801 -1.9924 -0.62
C 3.4641 3.7343 -0.9851 -0.15
C 3.7277 5.0628 -1.2902 -0.73
C 3.8195 5.4779 -2.6120 -0.43
C 3.6615 4.5418 -3.6252 -0.80
C 3.4013 3.2123 -3.3187 -0.12
H 3.4041 3.4207 0.0489 0.37
H 3.8631 5.7776 -0.4872 0.39
H 4.0246 6.5142 -2.8486 0.38
H 3.7489 4.8445 -4.6619 0.38
H 3.3067 2.4829 -4.1138 0.39
C 4.0792 -4.3277 -1.2250 -0.70
C 4.1505 -2.9827 -1.5730 -1.16
C 3.0056 -2.2252 -1.7558 -0.08
C 1.7173 -2.7700 -1.5833 -0.01
C 1.6628 -4.1441 -1.2518 -0.64
C 2.8172 -4.8908 -1.0812 -0.75
N 0.5941 -1.9933 -1.6805 1.97
C -0.6478 -2.6664 -1.5266 0.48
C -1.1156 -3.5262 -2.5184 -0.38
C -2.3196 -4.1994 -2.3590 -0.84
C -3.0856 -4.0034 -1.2155 -0.83
C -2.6277 -3.1442 -0.2227 -0.69
C -1.4108 -2.4944 -0.3735 0.39
H 4.9742 -4.9192 -1.0828 0.37
H 5.1138 -2.5036 -1.7098 0.42
H 3.1103 -1.1881 -2.0329 0.43
H 0.7044 -4.6185 -1.0920 0.29
H 2.7211 -5.9363 -0.8091 0.37
H -0.5176 -3.6690 -3.4119 0.45
H -2.6682 -4.8656 -3.1397 0.39
H -4.0286 -4.5228 -1.0957 0.38
H -3.1972 -2.9865 0.6863 0.62
H -1.0546 -1.8412 0.4158 -1.01
C -2.9445 2.1205 6.5939 -1.49
C -2.9482 2.0408 5.0763 0.60
C -1.6418 2.5424 4.4775 -0.63
O -3.3415 0.7206 4.6828 -0.45
P -2.4248 -0.5504 4.2872 0.56
S -3.5223 -2.1369 4.6161 -0.57
S -1.6139 -0.3164 2.4931 -0.34
O -1.2824 -0.3240 5.4388 -0.38
C -0.0423 -1.0342 5.5617 0.46
C -0.1205 -2.5010 5.1680 -1.41
C 1.0593 -0.2912 4.8144 -0.90
H -2.7939 3.1541 6.9172 0.44
H -2.1433 1.4993 6.9937 0.21
H -3.8931 1.7590 6.9914 0.35
H -3.7552 2.6725 4.6925 0.38
H -0.7909 1.9959 4.8857 -0.05
H -1.5340 3.6023 4.7265 0.58
H -1.6348 2.4172 3.3962 -0.16
H 0.1752 -0.9859 6.6326 0.22
H -0.3565 -2.6108 4.1091 0.17
H -0.8932 -3.0157 5.7357 0.38
H 0.8471 -2.9694 5.3713 0.50
H 0.8630 -0.3290 3.7422 -0.19
H 2.0336 -0.7359 5.0398 0.55
H 1.0799 0.7585 5.1132 0.32
C 3.3042 -0.5162 1.5957 -1.49
C 1.9738 -1.0970 1.2240 0.50
C 1.6481 -2.4701 1.7060 -0.81
O 1.1959 -0.4688 0.5271 0.65
H 3.7311 -1.0280 2.4560 0.48
H 3.2066 0.5515 1.7847 0.23
H 3.9678 -0.6302 0.7350 0.29
H 1.6978 -2.4857 2.7966 0.41
H 2.4084 -3.1579 1.3211 0.34
H 0.6595 -2.7754 1.3706 -0.29
```

Summary:
* energy relative to the best compared isomer or geometry (same formula, charge and spin): 5.2 kcal/mol
* energy: -101968.1809 eV
* spin multiplicity: 2
* Kohn-Sham gap (spin up / spin down): 0.243 / 0.217 Ha
* charge: -1

Record 2
Formula: C4H4N2
Source: OMol25
Level of theory: ωB97M-V with the def2-TZVPD basis set

Structure (XYZ):
```
10
Properties=species:S:1:pos:R:3:mulliken_charge:R:1
C -1.1133 0.0960 0.0494 -0.35
C -0.2331 1.1531 -0.0335 -0.10
N 1.0364 0.9245 -0.2133 -0.50
C 1.5227 -0.3180 -0.1019 0.12
N 0.7701 -1.4351 0.0259 -0.61
C -0.5599 -1.1828 0.0237 -0.04
H -2.1720 0.2886 0.1282 0.34
H -0.4579 2.2050 0.0498 0.40
H 2.4616 0.2972 0.0198 0.38
H -1.2546 -2.0286 0.0519 0.35
```

Summary:
* SMILES: c1cncnc1
* energy relative to the best compared isomer or geometry (same formula, charge and spin): 45.4 kcal/mol
* energy: -7190.7215 eV
* spin multiplicity: 1
* Kohn-Sham gap: 0.385 Ha